Molecular formula: C35H58MnN3OP2
Method: DFT, ωB97M-V with the def2-TZVPD basis set

<S²>: 8.879
DFT total energy, eV: -93642.535
Energy relative to the best compared isomer or geometry (same formula, charge and spin), kcal per mole: 59.96
Highest occupied orbital energy (spin up / spin down), eV: -9.31 / -9.71
LUMO (spin up / spin down), Ha: -0.11640 / -0.16780

ORCA input file:
```
! RIJCOSX wB97M-V def2-TZVPD def2/J DEFGRID3
* xyz 1 6
C 2.388 -2.415 0.253
C 2.556 -0.546 -1.211
C 3.524 -2.996 -0.300
C 3.819 -1.024 -1.655
C 4.293 -2.236 -1.190
H 3.809 -3.997 0.024
H 4.350 -0.439 -2.405
H 5.255 -2.613 -1.531
N 1.988 -1.178 -0.119
P 0.547 -1.858 2.249
P 0.396 1.404 -1.742
C 1.492 -3.126 1.259
H 0.777 -3.768 0.717
H 2.066 -3.817 1.892
C 1.829 0.414 -1.960
H 2.386 0.695 -2.871
C -0.002 1.105 -3.697
C 0.771 3.347 -1.597
C -1.132 -2.616 2.744
C 1.759 -1.584 3.662
C -1.524 1.130 -3.702
H -1.939 2.112 -3.441
H -1.916 0.850 -4.692
H -1.899 0.408 -2.972
C 0.561 2.126 -4.685
H 0.225 3.152 -4.515
H 1.658 2.100 -4.719
H 0.214 1.839 -5.692
C 0.554 -0.251 -4.158
H 0.049 -0.542 -5.090
H 1.625 -0.212 -4.392
H 0.401 -1.036 -3.404
C -0.457 4.089 -2.144
H -1.354 3.842 -1.555
H -0.270 5.168 -2.042
H -0.671 3.885 -3.197
C 0.932 3.760 -0.134
H 0.055 3.490 0.468
H 1.831 3.339 0.327
H 1.023 4.858 -0.100
C 2.074 3.686 -2.317
H 2.043 3.495 -3.393
H 2.258 4.765 -2.184
H 2.914 3.126 -1.883
C 1.161 -0.520 4.598
H 1.812 -0.453 5.482
H 1.137 0.468 4.120
H 0.146 -0.770 4.937
C 3.086 -1.044 3.090
H 3.559 -1.751 2.397
H 2.944 -0.083 2.581
H 3.770 -0.882 3.936
C 2.042 -2.890 4.422
H 2.943 -2.728 5.030
H 1.228 -3.157 5.103
H 2.245 -3.743 3.760
C -1.461 -3.740 1.757
H -0.831 -4.628 1.898
H -2.506 -4.052 1.901
H -1.357 -3.389 0.723
C -2.218 -1.530 2.609
H -2.355 -1.235 1.556
H -3.176 -1.942 2.956
H -2.001 -0.634 3.211
C -1.129 -3.190 4.164
H -0.421 -4.024 4.262
H -0.926 -2.434 4.934
H -2.133 -3.595 4.361
Mn 0.553 -0.203 0.666
C 1.086 1.153 1.638
O 1.496 2.032 2.323
N -0.752 -0.900 -0.542
C -0.852 -1.221 -1.700
C -1.960 -2.122 -2.403
C -1.616 -2.458 -3.838
C -2.042 -3.444 -1.655
C -3.323 -1.432 -2.333
H -1.603 -1.588 -4.499
H -0.650 -2.971 -3.898
H -2.380 -3.142 -4.229
H -2.564 -3.289 -0.705
H -2.627 -4.187 -2.218
H -1.036 -3.855 -1.485
H -4.105 -2.133 -2.658
H -3.547 -1.138 -1.301
H -3.399 -0.553 -2.981
N -2.105 1.635 0.804
C -2.106 2.847 1.455
C -2.571 3.991 0.766
C -2.323 5.255 1.293
C -1.673 5.387 2.527
C -1.294 4.252 3.252
C -1.525 2.976 2.737
H -2.619 1.541 -0.065
H -1.970 0.771 1.319
H -3.109 3.863 -0.178
H -2.652 6.140 0.746
H -1.474 6.380 2.939
H -0.826 4.349 4.234
H -1.248 2.076 3.292
*
```